1.
Here is a 11-piece molecular cluster, C40H111N9O13 overall at a distorted geometry from the OMol25 dataset. Energies are from wB97M-V/def2-TZVPD.

Last column: Mulliken charge in e.
Element x y z (Å)
C  0.779  4.451  1.586  -0.4839
O  1.188  3.446  2.543  -0.1438
C  0.147  3.191  3.540  -0.6956
C  0.667  2.348  4.757  0.4914
C  0.828  0.909  4.341  -0.8725
N  -0.176  2.482  5.961  -0.7412
H  1.567  4.603  0.849  0.1384
H  0.446  5.408  1.989  0.5719
H  0.063  4.006  0.894  -0.1792
H  -0.194  4.165  3.890  0.3757
H  -0.711  2.712  3.069  0.1683
H  1.679  2.684  4.985  0.1638
H  0.660  0.151  5.107  0.3502
H  1.735  0.793  3.747  0.1987
H  -0.002  0.597  3.708  0.0386
H  -1.162  2.459  5.741  0.2379
H  -0.047  1.667  6.543  0.3060
C  -3.179  2.264  -3.694  -0.4391
O  -4.085  2.924  -4.588  -0.4153
C  -3.934  2.493  -5.979  -0.5526
C  -4.984  3.374  -6.712  0.3063
C  -5.062  3.124  -8.201  -1.4647
N  -4.749  4.772  -6.475  -0.7584
H  -2.220  2.249  -4.213  0.1674
H  -3.503  1.256  -3.436  0.3833
H  -3.021  2.731  -2.722  -0.0178
H  -2.916  2.568  -6.360  0.2590
H  -4.101  1.416  -5.996  0.4189
H  -5.957  3.139  -6.280  0.3377
H  -5.829  3.823  -8.535  0.3803
H  -5.514  2.137  -8.301  0.3549
H  -4.076  3.194  -8.662  0.3649
H  -4.626  4.784  -5.472  0.3638
H  -3.838  4.946  -6.874  0.2636
C  -2.973  2.198  0.946  -0.3125
O  -4.074  1.706  1.642  -0.4139
C  -3.828  1.540  3.082  -0.4865
C  -5.113  1.211  3.809  0.4111
C  -6.183  2.375  3.886  -1.3263
N  -4.929  0.633  5.119  -0.6699
H  -2.118  1.524  1.004  0.1719
H  -2.571  3.098  1.410  0.3089
H  -3.281  2.443  -0.070  0.1961
H  -3.065  0.790  3.288  0.1308
H  -3.622  2.535  3.478  0.2180
H  -5.592  0.376  3.298  0.3279
H  -6.125  3.144  3.116  0.3122
H  -6.181  3.014  4.769  0.3886
H  -7.134  1.844  3.838  0.3301
H  -4.298  -0.152  5.042  0.2442
H  -4.504  1.332  5.712  0.2509
C  4.914  1.413  0.772  -0.4404
O  5.133  2.634  0.021  -0.2413
C  4.834  3.784  0.786  -0.5173
C  4.898  5.029  -0.161  0.4812
C  4.863  6.363  0.634  -1.6384
N  3.729  5.041  -1.032  -0.2449
H  4.916  0.501  0.176  0.1964
H  3.931  1.434  1.244  -0.0668
H  5.662  1.451  1.564  0.4041
H  3.848  3.785  1.250  0.1103
H  5.619  4.044  1.496  0.5146
H  5.798  4.999  -0.776  0.3655
H  3.969  6.422  1.255  0.2537
H  4.598  7.264  0.082  0.4400
H  5.760  6.575  1.215  0.3977
H  4.011  5.107  -2.000  0.4882
H  3.346  4.107  -1.043  -0.6317
C  -0.392  -2.418  -2.823  -0.4967
O  -1.082  -3.506  -3.296  -0.5239
C  -2.265  -3.843  -2.506  -0.1554
C  -2.774  -5.148  -3.031  0.4552
C  -3.846  -5.808  -2.225  -1.4757
N  -1.674  -6.085  -2.998  -0.9143
H  0.131  -2.725  -1.918  -0.0362
H  -0.920  -1.490  -2.605  0.3189
H  0.412  -2.105  -3.489  0.3839
H  -2.100  -3.965  -1.435  -0.2711
H  -2.952  -2.998  -2.492  0.6387
H  -3.060  -4.979  -4.069  0.3779
H  -3.680  -5.965  -1.159  0.1580
H  -4.110  -6.750  -2.706  0.3661
H  -4.786  -5.259  -2.175  0.4386
H  -1.437  -6.141  -2.018  0.2134
H  -0.933  -5.429  -3.196  0.5330
C  5.344  -3.300  7.161  -0.7728
O  4.342  -3.385  6.179  -0.3239
C  3.219  -4.189  6.626  -0.7676
C  2.168  -4.401  5.488  0.5982
C  1.350  -3.202  5.002  -1.3671
N  1.170  -5.312  6.004  -0.7394
H  5.947  -4.197  7.016  0.3036
H  4.958  -3.194  8.174  0.3206
H  5.987  -2.461  6.894  0.2418
H  3.672  -5.102  7.012  0.4238
H  2.607  -3.707  7.388  0.3093
H  2.526  -4.883  4.579  0.2942
H  0.721  -2.818  5.804  0.3533
H  0.733  -3.388  4.123  0.1754
H  2.024  -2.441  4.608  0.3681
H  1.636  -6.185  6.206  0.2857
H  0.943  -4.971  6.927  0.2829
C  -0.083  -1.819  1.045  -0.5468
O  -0.341  -0.595  0.402  -0.0137
C  0.884  0.076  -0.078  -1.1620
C  0.622  1.473  -0.683  1.1933
C  -0.193  1.473  -1.971  -0.9109
N  1.829  2.297  -0.832  1.0312
H  0.741  -1.761  1.757  0.4010
H  0.229  -2.572  0.322  -0.0542
H  -0.919  -2.205  1.629  0.2265
H  1.692  0.230  0.637  0.2695
H  1.404  -0.529  -0.821  0.5286
H  -0.064  1.895  0.053  -0.7247
H  0.424  1.102  -2.789  0.3642
H  -0.516  2.496  -2.163  -0.6431
H  -1.095  0.866  -1.886  0.5923
H  2.536  1.682  -1.208  -0.2243
H  2.167  2.493  0.099  -0.3607
C  -1.120  5.427  -1.632  -0.7532
O  -0.642  4.993  -2.910  -0.0750
C  0.542  5.590  -3.394  -0.6896
C  1.132  4.739  -4.506  0.1164
C  0.040  4.525  -5.617  -1.3214
N  1.519  3.398  -4.064  -0.3646
H  -0.572  5.055  -0.766  0.0719
H  -2.149  5.070  -1.598  0.2250
H  -1.185  6.512  -1.710  0.4739
H  0.319  6.607  -3.716  0.5359
H  1.324  5.603  -2.635  0.2717
H  1.925  5.302  -4.997  0.4594
H  -0.830  4.041  -5.173  0.0481
H  0.452  4.011  -6.485  0.3987
H  -0.297  5.471  -6.040  0.4845
H  1.926  3.621  -3.167  0.1032
H  0.658  2.967  -3.758  0.0592
C  3.387  -7.827  -1.835  -0.7924
O  2.702  -6.876  -1.120  -0.2926
C  1.337  -7.158  -0.716  -0.9988
C  0.785  -5.915  -0.003  1.2808
C  1.311  -5.809  1.424  -1.5779
N  -0.656  -6.099  0.082  -0.2175
H  2.896  -8.039  -2.785  0.2937
H  3.396  -8.699  -1.181  0.3251
H  4.405  -7.468  -1.984  0.2224
H  0.826  -7.225  -1.677  0.4288
H  1.221  -8.051  -0.103  0.4234
H  0.905  -4.964  -0.522  -0.1608
H  0.951  -4.860  1.821  0.1351
H  2.398  -5.732  1.443  0.5042
H  1.072  -6.700  2.004  0.3611
H  -0.995  -6.855  0.660  0.2887
H  -1.111  -5.273  0.442  -0.2005
O  4.095  -0.015  -2.311  -0.4438
C  4.131  0.793  -3.484  -0.6486
C  4.675  2.203  -3.226  0.3577
O  5.970  2.136  -2.686  -0.6773
H  4.173  -0.925  -2.605  0.2750
H  4.763  0.298  -4.222  0.5159
H  3.158  0.814  -3.975  0.3306
H  4.151  2.978  -2.666  -0.4522
H  4.765  2.660  -4.211  0.4649
H  5.834  1.984  -1.748  0.4169
O  -5.063  -3.654  2.778  -0.5300
C  -3.801  -4.142  3.219  -0.3265
C  -3.268  -5.086  2.085  -0.6562
O  -2.821  -4.341  0.964  -0.2226
H  -4.946  -3.242  1.918  0.3022
H  -3.075  -3.351  3.407  0.1440
H  -3.952  -4.803  4.073  0.3976
H  -3.962  -5.820  1.676  0.3545
H  -2.417  -5.599  2.533  0.3487
H  -3.587  -3.953  0.535  0.1903

relative energy (zero: lowest compared OMol25 entry of this formula, charge and spin)	168.9	kcal/mol
LUMO energy	0.008	Eh
charge	0
SMILES	COC[C@H](C)N.COC[C@H](C)N.COC[C@H](C)N.COC[C@H](C)N.COC[C@H](C)N.COC[C@H](C)N.COC[C@H](C)N.COC[C@H](C)N.COC[C@H](C)N.OCCO.OCCO
total energy	-83299.3135	eV
HOMO level	-8.99	eV

=====

2.
Here is C13H17FeIN2 as an isolated structure at a distorted geometry from the OMol25 dataset. Energies are from wB97M-V/def2-TZVPD.

Last column: Löwdin spin population.
Element x y z (Å)
C  2.108  0.856  -2.285  0.0183
C  0.555  -2.049  1.478  0.0241
H  1.134  0.715  -2.757  0.0005
H  2.811  1.255  -3.022  0.0026
H  2.046  1.523  -1.424  0.0024
H  0.389  -1.561  2.447  0.0097
H  -0.418  -2.452  1.159  0.0064
H  1.235  -2.900  1.634  0.0159
Fe  1.157  -0.853  0.080  2.8951
C  2.615  -0.916  1.423  -0.1012
H  2.316  -0.718  2.461  -0.0030
H  3.375  -0.171  1.164  -0.0021
H  3.096  -1.899  1.403  0.0016
I  2.935  -1.094  -1.764  0.0375
C  0.144  2.582  2.334  0.1009
C  -1.226  2.683  2.073  0.0715
C  -1.791  1.867  1.091  0.0407
C  -0.994  0.925  0.434  0.1241
N  0.344  0.789  0.751  0.1796
C  0.906  1.632  1.656  0.0334
C  -1.467  0.016  -0.593  0.1285
C  -2.761  0.017  -1.130  0.0365
C  -3.085  -0.874  -2.154  0.0776
C  -2.095  -1.746  -2.624  0.1000
C  -0.831  -1.737  -2.038  0.0267
N  -0.521  -0.891  -1.023  0.1521
H  0.638  3.215  3.066  0.0066
H  -1.847  3.382  2.622  0.0028
H  -2.842  1.918  0.815  0.0009
H  1.973  1.500  1.838  0.0005
H  -3.484  0.724  -0.727  0.0005
H  -4.086  -0.882  -2.582  0.0032
H  -2.291  -2.443  -3.438  0.0062
H  -0.038  -2.412  -2.370  -0.0001

relative energy (zero: lowest compared OMol25 entry of this formula, charge and spin)	67.4	kcal/mol
2S+1	5
LUMO energy (spin up / spin down)	-0.005 / -0.007	Eh
charge	0
⟨S²⟩	6.10
total energy	-59221.5817	eV
HOMO level (spin up / spin down)	-4.77 / -8.29	eV

=====

3.
Here is an isolated molecule of C30H39ClN4O5 from the OMol25 dataset. Energies are from wB97M-V/def2-TZVPD.

Last column: Mulliken charge in e.
Element x y z (Å)
C  -9.133  0.140  -0.368  -1.6289
C  -7.716  0.539  -0.104  0.7547
C  -7.234  0.721  1.186  -0.9109
C  -5.926  1.092  1.438  -0.5419
C  -5.050  1.293  0.378  0.5008
N  -3.720  1.698  0.532  -0.0511
C  -2.981  1.662  1.660  -0.0305
O  -3.386  1.314  2.750  -0.6998
C  -1.556  2.231  1.530  0.0600
C  -0.651  1.544  2.612  0.0335
C  0.572  2.418  2.780  -1.2283
C  1.322  2.190  1.709  -0.7434
C  0.517  1.208  0.891  1.1345
O  -0.134  0.439  1.893  -0.3561
C  1.047  0.347  -0.241  0.5394
C  2.215  1.048  -0.957  -0.4689
O  2.044  1.794  -1.895  -0.7075
N  3.414  0.762  -0.420  0.1783
C  4.661  1.323  -0.904  -0.4282
C  5.320  2.190  0.171  -0.5135
C  6.629  2.775  -0.349  -0.8882
C  7.577  1.664  -0.790  -0.6769
C  6.919  0.800  -1.861  -0.7063
C  5.612  0.208  -1.342  -0.6942
N  -0.101  0.243  -1.112  0.3761
C  -0.195  -0.794  -2.113  -1.0683
C  -1.204  -1.870  -1.700  -1.1550
C  -0.969  -2.397  -0.280  -0.9142
N  0.411  -2.809  -0.058  0.4062
C  0.771  -2.914  1.351  -0.3834
C  0.232  -4.190  2.008  -0.6458
O  0.673  -5.341  1.317  -0.4182
C  0.274  -5.300  -0.037  -0.6252
C  0.801  -4.039  -0.735  -0.8104
C  -1.078  1.129  -0.892  0.3818
O  -2.090  1.235  -1.565  -0.8745
C  -0.677  2.015  0.281  -0.1734
C  -5.507  1.115  -0.927  -0.6896
C  -6.818  0.743  -1.149  0.2630
Cl  -7.350  0.530  -2.784  -0.2541
H  -9.681  0.027  0.564  0.3670
H  -9.629  0.893  -0.980  0.3501
H  -9.166  -0.801  -0.915  0.3451
H  -7.905  0.568  2.018  0.2880
H  -5.582  1.220  2.450  0.5087
H  -3.236  1.837  -0.359  0.2684
H  -1.658  3.299  1.745  0.5380
H  -1.190  1.232  3.501  0.6982
H  0.724  3.098  3.594  0.4895
H  2.243  2.639  1.395  0.3609
H  1.335  -0.648  0.109  0.0577
H  3.466  0.145  0.376  0.3928
H  4.395  1.943  -1.766  0.3485
H  4.641  2.995  0.459  0.2587
H  5.517  1.579  1.056  0.3440
H  7.097  3.378  0.431  0.3881
H  6.418  3.429  -1.198  0.3634
H  8.500  2.097  -1.178  0.3335
H  7.835  1.043  0.071  0.3109
H  7.593  -0.005  -2.159  0.3516
H  6.713  1.409  -2.743  0.3354
H  5.135  -0.392  -2.118  0.3527
H  5.819  -0.442  -0.488  0.3405
H  0.798  -1.226  -2.237  0.3967
H  -0.512  -0.340  -3.056  0.4775
H  -1.162  -2.680  -2.429  0.4758
H  -2.207  -1.443  -1.733  0.5517
H  -1.696  -3.201  -0.091  0.4572
H  -1.176  -1.594  0.431  0.4892
H  1.866  -2.939  1.403  0.3486
H  0.407  -2.034  1.885  0.0315
H  -0.868  -4.165  2.034  0.3229
H  0.607  -4.287  3.028  0.4085
H  -0.824  -5.339  -0.103  0.3140
H  0.687  -6.197  -0.502  0.3938
H  1.896  -4.073  -0.736  0.3904
H  0.454  -4.015  -1.768  0.4297
H  -0.352  2.970  -0.140  0.1598
H  -4.833  1.260  -1.758  0.6193

relative energy (zero: lowest compared OMol25 entry of this formula, charge and spin)	0.0	kcal/mol
LUMO energy	0.017	Eh
charge	0
SMILES	Cc1ccc(NC(=O)[C@H]2[C@@H]3C=C[C@]4(O3)[C@H](C(=O)NC3CCCCC3)N(CCCN3CCOCC3)C(=O)[C@@H]24)cc1Cl
total energy	-60464.8450	eV
HOMO level	-8.16	eV

=====

4.
Here is an isolated ion of composition C4H12NOS and charge +1 at a distorted geometry from the OMol25 dataset. Energies are from wB97M-V/def2-TZVPD.

Last column: Mulliken charge in e.
Element x y z (Å)
N  0.470  0.901  -1.034  -0.3637
C  0.238  -0.352  -0.103  -0.0046
C  0.645  -1.667  -0.967  -0.5351
O  1.747  -1.442  -1.744  -0.5594
C  -1.024  -0.452  0.621  -0.7593
C  -1.208  0.587  1.727  -0.6791
S  -1.118  2.307  1.062  -0.3163
H  1.169  0.670  -1.876  0.4312
H  -0.369  1.197  -1.692  0.3944
H  0.892  1.649  -0.480  0.3249
H  1.062  -0.209  0.651  0.2654
H  0.848  -2.544  -0.238  0.3366
H  -0.217  -1.988  -1.707  0.3238
H  2.606  -1.233  -1.246  0.3567
H  -1.250  -1.393  1.011  0.4487
H  -1.774  -0.273  -0.142  0.3799
H  -0.288  0.588  2.401  0.3643
H  -2.157  0.468  2.058  0.4010
H  -0.272  3.186  1.699  0.1909

relative energy (zero: lowest compared OMol25 entry of this formula, charge and spin)	44.9	kcal/mol
LUMO energy	-0.125	Eh
charge	+1
SMILES	[NH3+][C@H](CO)CCS
total energy	-18707.1202	eV
HOMO level	-13.22	eV

=====

5.
Here is C42H44AsN9O3Sr as an isolated structure at a distorted geometry from the OMol25 dataset. Energies are from wB97M-V/def2-TZVPD.

Last column: Mulliken charge in e.
Element x y z (Å)
Sr  0.974  -0.264  -0.035  1.9012
C  5.473  1.359  0.265  -0.5085
O  5.122  1.415  1.647  -0.5155
C  4.778  0.215  2.236  -0.1042
C  5.456  -0.160  3.371  -0.3174
C  5.126  -1.330  4.072  -0.8484
C  4.088  -2.107  3.600  -0.9043
C  3.362  -1.740  2.462  1.2071
C  2.223  -2.627  2.094  -1.6922
N  1.373  -2.397  1.176  0.7726
N  0.338  -3.377  1.007  -1.0576
C  -0.478  -3.033  0.034  -0.4941
O  -0.418  -2.005  -0.749  -0.2321
C  -1.662  -3.952  -0.147  0.7246
C  -2.464  -3.769  -1.265  -0.1909
C  -3.602  -4.550  -1.457  -0.7875
C  -3.943  -5.517  -0.522  -0.3744
C  -3.138  -5.703  0.599  -0.6524
C  -2.003  -4.926  0.788  -0.4137
C  3.695  -0.561  1.737  0.4586
O  3.036  -0.209  0.688  -0.5207
H  4.633  1.068  -0.357  -0.0613
H  6.299  0.654  0.118  0.2677
H  5.816  2.355  -0.009  0.2787
H  6.261  0.487  3.704  0.4601
H  5.682  -1.615  4.954  0.3847
H  3.808  -3.017  4.124  0.3798
H  2.106  -3.551  2.665  0.2117
H  -2.193  -2.992  -1.968  0.3660
H  -4.224  -4.394  -2.331  0.4067
H  -4.831  -6.122  -0.663  0.4052
H  -3.404  -6.455  1.332  0.3983
H  -1.370  -5.061  1.657  0.4721
C  3.703  -0.377  -5.378  -1.1098
N  2.693  -1.003  -4.529  0.1032
C  2.823  -2.444  -4.438  -1.1709
C  2.240  -0.355  -3.390  -0.0440
N  2.064  -0.858  -2.241  0.2895
N  1.912  1.003  -3.653  -0.1007
C  1.228  1.920  -2.853  0.1264
N  0.996  3.091  -3.530  -0.5215
N  0.819  1.648  -1.661  0.4937
H  3.509  -0.594  -6.427  0.3426
H  4.705  -0.742  -5.130  0.3507
H  3.725  0.701  -5.250  0.3716
H  3.005  -2.836  -5.437  0.3246
H  1.906  -2.896  -4.066  0.3414
H  3.657  -2.752  -3.795  0.4197
H  2.376  -1.823  -2.199  -0.2216
H  1.883  1.213  -4.636  0.3261
H  1.596  3.339  -4.298  0.1970
H  0.667  3.868  -2.983  0.2278
H  0.330  2.473  -1.306  -0.6665
C  -5.039  -2.063  2.152  -0.6820
C  -3.678  -2.221  2.357  -0.5258
C  -2.772  -1.406  1.678  -0.2939
C  -3.219  -0.436  0.786  0.2784
C  -4.593  -0.280  0.584  -0.3281
C  -5.495  -1.089  1.263  -0.6665
As  -1.819  0.677  -0.059  2.2984
C  -2.269  2.418  0.763  0.4040
C  -2.410  2.507  2.150  -0.5408
C  -2.564  3.746  2.757  -0.6735
C  -2.574  4.912  1.995  -0.6128
C  -2.416  4.836  0.620  -0.8840
C  -2.259  3.590  0.010  -0.4021
C  -2.596  0.878  -1.867  0.1831
C  -3.720  1.652  -2.160  -0.0565
C  -4.253  1.674  -3.446  -0.8989
C  -3.665  0.926  -4.459  -0.6735
C  -2.543  0.155  -4.178  -1.0831
C  -2.012  0.126  -2.891  -0.5350
H  -5.745  -2.698  2.673  0.3820
H  -3.311  -2.987  3.030  0.4228
H  -1.711  -1.567  1.840  0.1477
H  -4.965  0.462  -0.113  0.2261
H  -6.559  -0.965  1.100  0.4142
H  -2.398  1.611  2.760  0.3953
H  -2.673  3.806  3.833  0.4389
H  -2.702  5.874  2.474  0.4039
H  -2.420  5.735  0.016  0.4255
H  -2.126  3.544  -1.065  0.4905
H  -4.192  2.245  -1.388  0.4425
H  -5.133  2.271  -3.650  0.4398
H  -4.088  0.936  -5.456  0.3873
H  -2.082  -0.438  -4.959  0.4976
H  -1.155  -0.509  -2.677  0.2996
N  2.040  3.725  5.171  -0.5478
C  1.655  2.966  4.084  0.7757
C  1.581  3.516  2.806  -0.9289
C  1.175  2.716  1.763  -0.7006
N  0.834  1.424  1.892  1.8116
C  0.912  0.906  3.131  -0.9054
C  1.297  1.631  4.239  -0.8031
H  2.554  4.569  4.983  0.2059
H  2.344  3.229  5.991  0.2135
H  1.846  4.551  2.625  0.3941
H  1.149  3.138  0.762  0.3061
H  0.663  -0.146  3.244  0.2151
H  1.344  1.153  5.211  0.3432

LUMO energy	-0.001	Eh
charge	0
total energy	-125498.7751	eV
HOMO level	-6.41	eV